9 unconnected molecules or ions with the total composition C21H45Br12N3O3 at a distorted geometry, computed with the ωB97M-V functional and the def2-TZVPD basis.

Its structure (SMILES) is CN(C)C=O.CN(C)C=O.CN(C)C=O.BrCCBr.BrCCBr.BrCCBr.BrCCBr.BrCCBr.BrCCBr. The energy above the lowest of the compared OMol25 structures with the same formula, charge and spin comes out at 323.6 kJ/mol. Its orbital gap is 0.334 hartree. The value obtained for the LUMO energy is 0.003 Eh. Its total charge is 0. Its maximum force is 4.95 eV Å⁻¹. The value obtained for the HOMO energy is -9.0132 eV. As for the molecular weight: 1346.46 g/mol.

CARTESIAN COORDINATES (ANGSTROEM)
Br: 4.80734 -5.57951 5.05018
Br: 1.92538 -2.65507 -1.14581
C: 1.32696 -1.60423 -7.34056
C: -4.73982 3.97498 -1.05972
Br: -1.11449 -0.61326 1.76055
H: -0.74215 -1.12597 -0.68770
H: 1.47369 -2.40496 -8.06540
Br: -6.11350 -5.19713 -3.41591
H: 0.93582 -0.64927 -7.69149
H: -0.40528 3.52994 -7.21623
H: -0.53797 6.73187 2.39693
H: 1.65110 3.59728 -3.56482
C: -5.70367 1.80583 -0.90626
H: -6.21076 -3.00861 4.66465
H: -6.71045 1.42572 -0.73306
H: -7.89806 -2.59665 5.20967
H: 6.25620 1.42177 4.74223
H: -1.17426 4.65047 -6.11568
Br: -7.50122 0.51114 5.53989
O: -4.45522 5.11850 -0.57547
C: 2.75448 -1.54875 -6.63568
H: 1.70731 -1.53618 1.15646
H: -7.08792 3.17515 0.94436
H: 10.14739 0.25837 4.32110
C: -4.55823 -6.30937 -2.79216
H: -1.29370 2.99220 -5.87318
Br: 1.25744 7.40775 0.57253
N: 0.62140 3.95111 -5.34937
C: 9.17929 -0.21655 4.48026
H: -0.27478 5.43767 1.36472
H: -4.77020 -6.81076 -1.84782
H: 8.57286 1.08435 6.87323
H: -0.41215 -2.60194 0.42814
O: -0.15203 2.48559 -3.82497
H: -4.97900 1.09334 -0.51215
H: 8.97231 -0.90262 3.65893
C: 2.43282 -5.87183 3.42882
C: 1.27477 5.67295 2.83557
C: 1.22099 -1.34965 0.19897
H: -3.73713 -6.61272 -4.87411
H: 2.59379 3.64022 -6.00099
Br: 0.45656 -6.09908 3.49401
H: 2.78603 -4.99029 2.89382
Br: -7.36918 -1.76937 2.82449
H: 9.36971 -0.81598 5.37051
H: 2.41144 -4.84388 5.29566
N: -5.53870 3.10337 -0.38853
H: 7.68723 2.37201 6.15051
Br: 0.09542 -2.63188 -6.17542
C: 2.88652 -5.71527 4.84501
H: -3.85364 -5.52502 -2.51565
C: 0.75757 3.30206 -4.13636
C: -6.41131 -1.10640 5.54350
Br: 2.45933 4.31680 2.07726
O: 6.61980 -0.08792 3.38186
H: 2.87175 -6.67660 2.83909
H: -5.48728 1.82932 -1.97430
C: -6.99983 -2.25719 4.69388
H: 2.27398 5.13060 -5.04793
H: -5.46723 -0.87951 5.04817
Br: -5.51440 -8.48897 -4.49107
H: 1.79827 4.97017 -6.75914
C: 8.45466 1.62826 5.93607
H: -4.27088 3.59046 -1.97865
H: 0.74015 5.09025 3.58574
H: 3.01803 -2.51532 -6.20629
C: -0.56344 3.74880 -6.16022
H: -5.74842 4.38655 1.21879
N: 8.17035 0.75347 4.77724
H: 2.57937 -6.58184 5.43050
Br: 4.09805 -0.79457 -7.91780
H: -6.10969 -1.39992 6.54896
H: 9.40156 2.11394 5.70032
H: 2.67634 -0.85586 -5.79790
H: -5.68199 2.53781 1.61141
C: -6.01378 3.35791 0.97467
C: -0.26408 -1.54713 0.19670
H: 1.53023 -0.33307 -0.04406
H: -3.28117 -7.83021 -3.72837
C: -4.10223 -7.17212 -4.01279
H: 1.89099 6.48245 3.22687
C: 0.26875 6.25321 1.84179
C: 6.94663 0.73001 4.23528
C: 1.88918 4.44873 -5.80627

Atom charges from the Mulliken analysis, given in e for atoms 1 to 8: -0.15, -0.16, -0.60, 0.24, -0.19, 0.39, 0.35, -0.13